This record from OMol25 describes a cluster of 2 separate species, C4H12N4 in total at a distorted geometry. The level of theory is ωB97M-V/def2-TZVPD.

Geometry (Å):
C  -1.328  0.990  0.082
C  1.154  -2.183  0.169
N  -0.153  1.615  0.075
N  1.143  -1.299  1.319
C  1.063  1.112  -0.277
N  -2.368  1.553  0.849
N  -1.505  -0.204  -0.638
C  1.725  1.233  -1.405
H  -0.116  2.433  0.678
H  0.972  -1.826  2.176
H  0.385  -0.631  1.254
H  -3.277  1.211  0.532
H  -2.278  1.369  1.854
H  -2.319  -0.242  -1.247
H  -0.685  -0.414  -1.177
H  1.964  -2.898  0.281
H  1.379  -1.592  -0.724
H  0.219  -2.737  0.006
H  1.347  1.758  -2.289
H  2.676  0.752  -1.518

Values from the calculation:
- Orbital gap (spin up / spin down): 0.246 / 0.246 Eh
- Net charge: 0
- Relative energy (zero: lowest compared OMol25 entry of this formula, charge and spin): 3.9924 eV